No. 1
H14Si7 | the ωB97M-V functional and the def2-TZVPD basis

Summary:
**Gap between HOMO and LUMO**: 9.28 eV
**SMILES**: [SiH3][Si@H]1[SiH2][SiH2][SiH2][Si@@H]1[SiH3]

```
21
Properties=species:S:1:pos:R:3:mulliken_charge:R:1
Si -1.8371 2.8686 -0.1329 0.46
Si -0.1972 1.0838 -0.4681 0.00
Si 2.0481 1.5608 0.3465 0.21
Si 3.1363 -0.4891 0.0767 0.22
Si 1.4448 -2.1665 -0.0779 0.26
Si -0.5610 -1.0548 0.2718 0.07
Si -2.5729 -1.9914 -0.1959 0.33
H -1.6940 3.6357 1.0655 -0.11
H -3.1745 2.2570 -0.2156 -0.12
H -1.5147 3.4252 -1.3645 -0.13
H 0.0825 0.9742 -1.9185 -0.09
H 2.0090 1.6561 1.8432 -0.09
H 2.7616 2.7255 -0.3714 -0.11
H 3.9713 -0.2153 -1.2029 -0.10
H 4.1571 -0.7837 1.0579 -0.14
H 1.4849 -2.5723 -1.4635 -0.14
H 1.6914 -3.5486 0.6137 -0.11
H -0.7139 -0.8647 1.8700 -0.08
H -3.9239 -1.4961 0.5685 -0.07
H -2.6839 -3.3918 0.0819 -0.14
H -2.5445 -1.6661 -1.6503 -0.11
```


No. 2
H15O7 | the ωB97M-V functional and the def2-TZVPD basis

Summary:
**Gap between HOMO and LUMO**: 11.55 eV
**Charge**: +1

```
22
Properties=species:S:1:pos:R:3:mulliken_charge:R:1
O 0.7295 1.0621 0.0254 -0.29
H 1.1803 0.5471 0.7345 0.45
H -0.0604 1.4466 0.5170 0.48
H 0.3560 0.3346 -0.5859 0.46
O -0.6335 0.5329 -2.2549 -0.72
H -0.5149 0.8994 -3.1213 0.31
H -1.5767 0.5534 -2.0386 0.32
O -0.8444 -2.1634 -2.9475 -0.68
H -0.7061 -1.2325 -2.7160 0.40
H -1.7800 -2.1780 -3.0420 0.31
O -1.7873 1.9580 0.6463 -0.65
H -2.4166 1.4564 0.1483 0.30
H -2.0601 1.9481 1.5502 0.33
O 0.4803 -1.6254 -0.4534 -0.61
H 0.0106 -2.0962 -1.1124 0.33
H 0.6593 -2.2157 0.2780 0.30
O -0.0518 0.6656 2.8879 -0.59
H -0.4485 0.7420 3.7226 0.28
H 0.1937 -0.2627 3.0914 0.29
O 2.8484 0.1782 1.4641 -0.65
H 3.5190 -0.2435 0.9167 0.33
H 2.9033 -0.3069 2.2897 0.31
```


No. 3
H15O7 | the ωB97M-V functional and the def2-TZVPD basis

Summary:
**Gap between HOMO and LUMO**: 10.57 eV
**Charge**: +1

```
22
Properties=species:S:1:pos:R:3:mulliken_charge:R:1
O 0.2621 0.2868 0.0104 -0.89
H 0.6761 -0.5211 0.3227 0.54
H -0.6949 0.2446 0.0724 0.54
H 0.5735 1.0886 0.4367 0.57
O -0.2714 -1.8496 -0.4095 -0.61
H -0.8588 -2.6010 -0.3285 0.24
H 0.4714 -2.1791 -0.9154 0.32
O -1.5517 1.1109 -0.8759 -0.55
H -1.2981 0.6272 -1.6620 0.30
H -2.5002 1.2140 -0.9531 0.31
O 0.8497 1.8743 1.2328 -0.52
H 1.3527 2.6649 1.0373 0.32
H 0.0603 2.1940 1.6698 0.34
O 1.4056 0.7509 -1.9887 -0.59
H 0.4535 0.6625 -2.0331 0.25
H 1.5655 1.6872 -2.1067 0.30
O -1.6183 -0.7349 0.9040 -0.72
H -2.1099 -1.3669 1.4285 0.29
H -1.1620 -1.2673 0.2523 0.38
O 1.2095 -1.0812 1.0984 -0.39
H 1.6879 -1.8570 0.8060 0.26
H 1.4974 -0.9479 2.0015 0.31
```


No. 4
H15O7 | the ωB97M-V functional and the def2-TZVPD basis

Summary:
**Gap between HOMO and LUMO**: 11.77 eV
**Charge**: +1

```
22
Properties=species:S:1:pos:R:3:mulliken_charge:R:1
O 0.3654 0.0397 -0.2242 -0.45
H 0.2624 -0.9663 -0.1902 0.42
H -0.4986 0.5477 -0.6462 0.50
H 0.8204 0.4267 0.6848 0.50
O -1.6106 1.4837 -1.4692 -0.53
H -1.1446 2.0127 -1.9782 0.32
H -1.8776 0.8907 -1.9502 0.21
O 0.9524 -2.6413 0.6298 -0.64
H 1.1484 -3.1543 1.3248 0.26
H 1.7124 -2.8783 -0.0912 0.36
O 0.6434 -0.7313 -3.4812 -0.60
H -0.2186 -0.3633 -3.3812 0.27
H 1.2844 -0.0603 -3.1422 0.33
O -1.8396 -1.4313 0.6528 -0.51
H -2.3136 -1.0323 1.3538 0.28
H -2.4986 -1.9333 0.2798 0.27
O 1.3024 0.3717 2.4618 -0.64
H 2.1744 0.6297 2.8538 0.33
H 1.4024 -0.5163 2.7908 0.30
O 0.2274 2.8927 0.9198 -0.62
H -0.6646 3.3037 0.7778 0.32
H 0.3714 3.1087 1.8248 0.30
```


No. 5
H16Na4O12S | the ωB97M-V functional and the def2-TZVPD basis

Summary:
**Gap between HOMO and LUMO**: 4.67 eV
**Charge**: +2

```
33
Properties=species:S:1:pos:R:3:mulliken_charge:R:1
Na 2.9791 2.2261 1.6298 0.95
Na -0.7011 3.8431 -0.1382 0.92
Na -0.4522 3.2017 3.0422 0.98
Na -3.3443 1.9570 1.3812 0.99
S 0.1424 0.9559 0.5504 1.14
O 1.2395 0.8126 1.5231 -0.80
O 0.5673 1.7461 -0.6237 -0.83
O -0.3605 -0.3285 0.1243 -0.46
O -1.0051 1.7291 1.1990 -1.07
O 1.5899 -2.0700 -0.9402 -0.62
H 1.2474 -2.3487 -1.7980 0.31
H 0.9219 -1.4691 -0.5870 0.28
O -0.7464 -3.6610 1.4788 -0.60
H -1.1605 -2.7929 1.4631 0.38
H -1.2493 -4.1629 2.1289 0.29
O -2.2297 -1.0591 2.2245 -0.61
H -3.1130 -0.9750 1.8491 0.32
H -1.6121 -0.8339 1.5052 0.19
O 1.0087 2.9356 -3.2118 -0.57
H 0.9910 2.3573 -2.4422 0.40
H 0.9738 3.8392 -2.8847 0.26
O 2.3879 -1.7398 2.4486 -0.62
H 1.6438 -2.3088 2.2122 0.34
H 2.1618 -0.8592 2.1375 0.32
O -2.7331 -1.3459 -0.9181 -0.60
H -3.3066 -0.6019 -0.7033 0.24
H -1.8349 -1.0476 -0.6907 0.34
O 3.3687 2.1866 -0.7743 -0.67
H 2.4205 1.9791 -0.8329 0.44
H 3.7872 1.4723 -1.2757 0.35
O -0.9510 -1.4227 -3.2458 -0.61
H -1.1292 -0.4809 -3.3174 0.28
H -1.5020 -1.7339 -2.5139 0.35
```


No. 6
H16Na4O12S | the ωB97M-V functional and the def2-TZVPD basis

Summary:
**Gap between HOMO and LUMO**: 7.71 eV
**Charge**: +2

```
33
Properties=species:S:1:pos:R:3:mulliken_charge:R:1
Na -0.0359 1.2352 2.8900 0.90
Na 1.3368 -0.2157 -2.8207 0.89
Na -1.4209 2.7651 -0.8466 0.86
Na 2.8278 1.6100 0.1617 0.91
S 0.2001 0.2562 0.1536 1.62
O -1.0524 0.6023 0.8590 -1.09
O 0.1331 -0.8829 -0.7531 -0.66
O 0.5652 1.4875 -0.6150 -1.13
O 1.2877 -0.0057 1.1346 -0.71
O 3.9133 0.3104 2.9795 -0.57
H 3.3222 -0.0851 2.3292 0.30
H 3.5612 1.1832 3.1810 0.29
O -2.7963 -1.3349 -0.2100 -0.62
H -2.1305 -0.6752 0.0006 0.05
H -2.7894 -1.9728 0.5102 0.35
O -1.1822 -2.9585 -2.5031 -0.51
H -0.8042 -2.3524 -3.1425 0.22
H -0.9201 -2.6423 -1.6320 0.37
O -3.7286 1.2180 1.5254 -0.57
H -3.7256 2.1621 1.7106 0.29
H -2.8564 0.9827 1.1938 0.43
O 2.0538 -2.4714 2.1035 -0.62
H 2.1274 -3.0256 1.3183 0.35
H 1.8583 -1.5858 1.7865 0.33
O -2.4541 0.8350 -2.2049 -0.53
H -2.6148 0.0431 -1.6623 0.48
H -2.0945 0.4711 -3.0191 0.27
O 0.2712 4.5306 -0.4890 -0.60
H 1.1022 4.1277 -0.7559 0.29
H 0.1885 4.3238 0.4485 0.33
O 2.0912 -2.8858 -0.9492 -0.56
H 2.4356 -2.7541 -1.8367 0.25
H 1.3305 -2.2960 -0.8460 0.39
```


No. 7
H16NaO8 | the ωB97M-V functional and the def2-TZVPD basis

Summary:
**Gap between HOMO and LUMO**: 10.25 eV
**Charge**: +1

```
25
Properties=species:S:1:pos:R:3:mulliken_charge:R:1
Na 0.2490 0.0549 -0.1318 0.73
O -1.3366 1.9667 -0.8330 -0.49
H -1.8248 2.1830 -1.6386 0.27
H -1.0195 2.8204 -0.5180 0.26
O 2.3338 -1.1815 -1.5704 -0.61
H 3.1659 -0.9616 -1.1341 0.32
H 2.0571 -2.0073 -1.1554 0.31
O 1.5446 -1.6122 1.3998 -0.49
H 1.4359 -2.5696 1.4744 0.30
H 2.2108 -1.3890 2.0619 0.27
O -1.1894 -1.9153 2.4562 -0.62
H -1.4046 -1.8317 1.5159 0.34
H -0.7103 -1.1086 2.6721 0.35
O -0.1847 0.1389 -2.9361 -0.54
H 0.1325 0.7645 -3.6000 0.30
H -0.9980 0.5257 -2.6084 0.29
O -0.9989 0.9309 2.0487 -0.59
H -1.9588 0.8168 2.0959 0.33
H -0.8513 1.8549 2.2874 0.26
O 1.8347 2.0981 -0.2397 -0.60
H 2.4127 2.0535 0.5350 0.33
H 1.3067 2.8917 -0.0978 0.28
O -1.7226 -1.4967 -0.5058 -0.59
H -2.4078 -0.8135 -0.5276 0.33
H -2.0765 -2.2130 -1.0506 0.27
```


No. 8
H16O7S | the ωB97M-V functional and the def2-TZVPD basis

Summary:
**Gap between HOMO and LUMO (spin up / spin down)**: 8.74 / 3.13 eV
**<S²>**: 0.7530
**Charge**: +1
**Spin multiplicity**: 2

```
24
Properties=species:S:1:pos:R:3:mulliken_charge:R:1
S 1.5792 2.4055 -3.4944 0.30
H 0.4497 2.3148 -2.7866 0.32
H 2.0939 1.3301 -2.9137 0.32
H 0.4133 -1.0728 -1.7694 0.35
H 1.9213 -1.0154 -1.9388 0.33
O 1.1087 -0.8297 -2.3869 -0.62
H -1.6646 -2.6541 -1.2508 0.24
H -1.1391 -1.8881 0.1752 0.38
O -1.3596 -1.9633 -0.7405 -0.65
H -1.9078 1.8808 0.4788 0.42
H -1.1351 3.2835 0.6623 0.26
O -1.3285 2.4319 1.0208 -0.67
H 0.8401 1.5914 3.1635 0.30
H -0.2861 1.3912 2.1320 0.39
O 0.4031 0.9092 2.6439 -0.67
H 0.8009 -3.0774 1.3952 0.32
H 0.2136 -1.8261 1.8518 0.44
O -0.1111 -2.6830 1.4417 -0.73
H -1.8618 1.0976 -1.3618 0.26
H -1.8618 -0.4251 -0.6089 0.43
O -2.1282 0.4978 -0.6614 -0.72
H 1.2300 0.0114 1.3383 0.42
H 2.0103 -0.8592 2.2579 0.30
O 1.7198 -0.8507 1.3516 -0.72
```


So what do the calculations give for energy relative to the best compared isomer or geometry (same formula, charge and spin)? Going down the list: 0.00 165.21 762.33 378.65 207.16 0.00 70.30 137.87 kJ/mol.